Version w
# CH4Cl2OSi

2 unconnected molecules or ions with the total composition CH4Cl2OSi (wB97M-V/def2-TZVPD, the OMol25 dataset).

Bonds (Å) are listed after each position.
Element x y z (Å)
1 C 0.222 0.537 0.379  Si3 1.883, H6 1.092, H7 1.088, H8 1.083
2 O -2.183 -1.225 -0.252  Si3 1.511
3 Si -1.565 0.141 -0.065  C1 1.883, O2 1.511, Cl5 1.997
4 Cl -0.738 -2.568 -2.686  H9 1.289
5 Cl -2.578 1.815 -0.467  Si3 1.997
6 H 0.837 0.517 -0.523  C1 1.092
7 H 0.344 1.521 0.827  C1 1.088
8 H 0.628 -0.206 1.055  C1 1.083
9 H -1.458 -2.276 -1.657  Cl4 1.289

Properties
E_HOMO ... -11.041 eV


Version x
# CH4Cl2OSi

A single CH4Cl2OSi molecule (wB97M-V/def2-TZVPD, the OMol25 dataset).

Bonds (Å) are listed after each position.
Element x y z (Å)
1 C 1.194 -0.029 0.599  Si3 2.009, H6 1.019, H7 1.092, H8 1.146
2 O -1.661 0.478 0.434  Si3 1.633, H9 0.955
3 Si -0.489 -0.192 -0.485  C1 2.009, O2 1.633, Cl4 2.105, Cl5 2.049
4 Cl -0.852 -2.252 -0.721  Si3 2.105
5 Cl -0.498 0.905 -2.216  Si3 2.049
6 H 1.012 0.464 1.472  C1 1.019
7 H 1.761 -0.893 0.951  C1 1.092
8 H 1.893 0.465 -0.164  C1 1.146
9 H -2.359 1.054 0.131  O2 0.955

Properties
E_HOMO ... -10.923 eV


Which one sits at the bottom of the stability order? version w does.


Version w
# CH10O3S2

4 unconnected molecules or ions with the total composition CH10O3S2 (wB97M-V/def2-TZVPD, the OMol25 dataset).

Bonds (Å) are listed after each position.
Element x y z (Å)
1 C -1.984 0.267 1.281  S2 1.771, H4 1.101, H5 1.100, H6 1.098
2 S -0.874 1.646 1.324  C1 1.771, S3 2.045
3 S -0.115 1.647 -0.575  S2 2.045, H7 1.359
4 H -2.979 0.541 0.896  C1 1.101
5 H -2.059 -0.122 2.306  C1 1.100
6 H -1.684 -0.694 0.843  C1 1.098
7 H -0.380 2.835 -1.181  S3 1.359
8 H -2.377 -0.984 -2.381  O10 0.959
9 H -1.042 -1.822 -2.570  O10 0.956
10 O -1.687 -1.491 -1.948  H8 0.959, H9 0.956
11 H 2.628 0.835 -1.024  O13 0.980
12 H 3.349 -0.398 -1.174  O13 0.969
13 O 3.046 0.321 -1.747  H11 0.980, H12 0.969
14 H 2.194 -0.084 1.969  O16 0.960
15 H 1.648 -1.497 1.751  O16 0.961
16 O 2.315 -0.999 2.232  H14 0.960, H15 0.961

Properties
E_HOMO ... -8.957 eV


Version x
# CH10O3S2

4 unconnected molecules or ions with the total composition CH10O3S2 (wB97M-V/def2-TZVPD, the OMol25 dataset).

Bonds (Å) are listed after each position.
Element x y z (Å)
1 C -1.951 0.319 1.231  S2 1.793, H4 1.090, H5 1.098, H6 1.087
2 S -0.748 1.642 1.363  C1 1.793, S3 2.055
3 S 0.093 1.606 -0.512  S2 2.055, H7 1.345
4 H -2.829 0.634 0.666  C1 1.090
5 H -2.312 0.103 2.246  C1 1.098
6 H -1.580 -0.635 0.867  C1 1.087
7 H -0.432 2.723 -1.045  S3 1.345
8 H -2.496 -1.159 -1.927  O10 0.962
9 H -1.067 -1.246 -2.427  O10 0.964
10 O -1.667 -1.622 -1.772  H8 0.962, H9 0.964
11 H 3.282 0.900 -1.190  O13 0.960
12 H 2.536 -0.400 -1.403  O13 0.964
13 O 3.155 0.199 -1.835  H11 0.960, H12 0.964
14 H 1.826 -0.475 2.429  O16 0.969
15 H 1.774 -1.568 1.417  O16 0.967
16 O 2.417 -1.023 1.891  H14 0.969, H15 0.967

Properties
E_HOMO ... -9.284 eV


Which one sits at the bottom of the stability order? version w does.


Version w
# CH10O3S2

4 unconnected molecules or ions with the total composition CH10O3S2 (wB97M-V/def2-TZVPD, the OMol25 dataset).

Bonds (Å) are listed after each position.
Element x y z (Å)
1 C -1.590 -0.392 1.214  S2 1.792, H4 1.097, H5 1.089, H6 1.085
2 S 0.185 -0.631 1.263  C1 1.792, S3 2.100
3 S 0.773 1.146 2.216  S2 2.100, H7 1.316
4 H -1.886 -0.121 0.193  C1 1.097
5 H -2.064 -1.356 1.389  C1 1.089
6 H -1.927 0.411 1.861  C1 1.085
7 H 1.643 0.694 3.094  S3 1.316
8 H 0.483 -1.390 -1.950  O10 0.950
9 H 0.920 -0.391 -1.004  O10 0.960
10 O 1.264 -0.887 -1.750  H8 0.950, H9 0.960
11 H 0.463 1.963 -3.568  O13 0.954
12 H 0.750 0.627 -2.776  O13 0.963
13 O 0.169 1.390 -2.865  H11 0.954, H12 0.963
14 H -2.439 -1.096 -2.087  O16 0.957
15 H -1.309 -0.194 -2.703  O16 0.967
16 O -1.546 -1.091 -2.431  H14 0.957, H15 0.967

Properties
E_HOMO ... -8.751 eV


Version x
# CH10O3S2

4 unconnected molecules or ions with the total composition CH10O3S2 (wB97M-V/def2-TZVPD, the OMol25 dataset).

Bonds (Å) are listed after each position.
Element x y z (Å)
1 C 0.543 -2.221 1.531  S2 1.808, H4 1.096, H5 1.091, H6 1.086
2 S -0.668 -1.004 0.964  C1 1.808, S3 2.024
3 S -1.695 -0.517 2.640  S2 2.024, H7 1.350
4 H 0.023 -3.074 1.982  C1 1.096
5 H 1.292 -1.758 2.174  C1 1.091
6 H 1.059 -2.544 0.631  C1 1.086
7 H -0.950 0.506 3.109  S3 1.350
8 H -0.843 -1.491 -3.462  O10 0.965
9 H -1.382 -1.030 -2.113  O10 0.965
10 O -1.167 -0.709 -2.997  H8 0.965, H9 0.965
11 H -0.524 1.183 -2.107  O13 0.963
12 H 0.923 0.937 -1.599  O13 0.963
13 O 0.159 1.518 -1.517  H11 0.963, H12 0.963
14 H 0.549 2.984 -0.161  O16 0.968
15 H 1.538 4.033 0.351  O16 0.961
16 O 1.143 3.187 0.576  H14 0.968, H15 0.961

Properties
E_HOMO ... -9.165 eV


Which one sits at the bottom of the stability order? version w does.


Version w
# C9H29F3N10O8

7 unconnected molecules or ions with the total composition C9H29F3N10O8 (wB97M-V/def2-TZVPD, the OMol25 dataset).

Bonds (Å) are listed after each position.
Element x y z (Å)
1 O 0.001 0.243 0.334  H2 0.960, H3 0.960, H4 0.960
2 H -0.939 0.145 0.166  O1 0.960
3 H 0.499 -0.318 -0.266  O1 0.960
4 H 0.243 0.031 1.238  O1 0.960
5 C 4.902 -2.689 -0.808  O6 1.464, O7 1.441, C8 1.610, H19 1.090
6 O 5.322 -4.091 -0.760  C5 1.464, C12 1.433
7 O 3.552 -2.766 -1.306  C5 1.441
8 C 5.185 -1.924 0.581  C5 1.610, F9 1.284, F10 1.332, F11 1.370
9 F 6.423 -2.109 0.866  C8 1.284
10 F 5.198 -0.594 0.514  C8 1.332
11 F 4.410 -2.083 1.699  C8 1.370
12 C 6.320 -4.572 -1.668  O6 1.433, C13 1.472, H17 1.090, H18 1.090
13 C 6.586 -5.900 -1.093  C12 1.472, H14 1.090, H15 1.090, H16 1.090
14 H 7.536 -6.369 -1.348  C13 1.090
15 H 6.758 -5.785 -0.022  C13 1.090
16 H 5.813 -6.630 -1.335  C13 1.090
17 H 7.242 -3.993 -1.611  C12 1.090
18 H 5.801 -4.654 -2.623  C12 1.090
19 H 5.554 -2.184 -1.522  C5 1.090
20 C -4.553 2.430 5.517  O21 1.198, N22 1.322, N23 1.313
21 O -4.942 2.019 6.573  C20 1.198
22 N -4.916 1.922 4.352  C20 1.322, H24 1.010, H25 1.010
23 N -4.015 3.610 5.310  C20 1.313, H26 1.010, H27 1.010
24 H -5.475 1.093 4.208  N22 1.010
25 H -4.394 2.294 3.571  N22 1.010
26 H -3.521 3.801 4.450  N23 1.010
27 H -3.771 3.968 6.223  N23 1.010
28 C 0.626 2.431 -5.221  O29 1.214, N30 1.311, N31 1.289
29 O 0.620 2.862 -4.087  C28 1.214
30 N -0.128 2.773 -6.237  C28 1.311, H32 1.010, H33 1.010
31 N 1.473 1.544 -5.619  C28 1.289, H34 1.010, H35 1.010
32 H -0.930 3.368 -6.082  N30 1.010
33 H -0.348 2.185 -7.028  N30 1.010
34 H 1.669 1.605 -6.608  N31 1.010
35 H 2.010 1.001 -4.957  N31 1.010
36 C -3.277 4.962 -0.557  O37 1.243, N38 1.284, N39 1.282
37 O -3.058 4.201 0.401  C36 1.243
38 N -3.847 4.784 -1.694  C36 1.284, H40 1.010, H41 1.010
39 N -3.068 6.225 -0.499  C36 1.282, H42 1.010, H43 1.010
40 H -4.002 3.794 -1.824  N38 1.010
41 H -3.862 5.516 -2.390  N38 1.010
42 H -3.567 6.884 -1.080  N39 1.010
43 H -2.767 6.493 0.427  N39 1.010
44 C 0.384 -0.714 6.181  O45 1.206, N46 1.331, N47 1.275
45 O -0.119 -0.676 5.086  C44 1.206
46 N 0.541 0.402 6.889  C44 1.331, H48 1.010, H49 1.010
47 N 0.519 -1.813 6.815  C44 1.275, H50 1.010, H51 1.010
48 H 0.858 0.286 7.840  N46 1.010
49 H 0.495 1.325 6.481  N46 1.010
50 H 0.278 -2.662 6.324  N47 1.010
51 H 1.095 -2.026 7.617  N47 1.010
52 C -3.920 -1.934 -3.645  O53 1.180, N54 1.268, N55 1.323
53 O -3.688 -0.966 -3.012  C52 1.180
54 N -3.374 -3.064 -3.462  C52 1.268, H56 1.010, H57 1.010
55 N -4.822 -2.187 -4.580  C52 1.323, H58 1.010, H59 1.010
56 H -3.694 -3.769 -4.110  N54 1.010
57 H -2.683 -3.249 -2.750  N54 1.010
58 H -5.517 -1.465 -4.707  N55 1.010
59 H -4.718 -3.014 -5.149  N55 1.010

Properties
E_HOMO ... -5.758 eV


Version x
# C9H29F3N10O8

7 unconnected molecules or ions with the total composition C9H29F3N10O8 (wB97M-V/def2-TZVPD, the OMol25 dataset).

Bonds (Å) are listed after each position.
Element x y z (Å)
1 O 2.398 -34.527 -7.937  H2 0.990, H3 1.042, H4 1.005
2 H 1.707 -35.178 -8.216  O1 0.990
3 H 3.155 -34.460 -8.650  O1 1.042
4 H 2.955 -34.876 -7.177  O1 1.005
5 C 4.956 -33.535 -10.423  O6 1.439, O7 1.325, C8 1.542, H19 1.111
6 O 6.112 -32.762 -10.052  C5 1.439, C12 1.389
7 O 4.391 -33.974 -9.307  C5 1.325
8 C 4.078 -32.643 -11.324  C5 1.542, F9 1.357, F10 1.331, F11 1.345
9 F 3.154 -33.417 -11.946  C8 1.357
10 F 3.408 -31.713 -10.647  C8 1.331
11 F 4.801 -32.028 -12.276  C8 1.345
12 C 7.264 -32.936 -10.809  O6 1.389, C13 1.515, H17 1.102, H18 1.106
13 C 8.487 -32.395 -10.097  C12 1.515, H14 1.090, H15 1.093, H16 1.091
14 H 8.508 -31.308 -10.021  C13 1.090
15 H 8.520 -32.802 -9.083  C13 1.093
16 H 9.397 -32.738 -10.594  C13 1.091
17 H 7.189 -32.508 -11.821  C12 1.102
18 H 7.504 -33.983 -11.073  C12 1.106
19 H 5.286 -34.392 -11.048  C5 1.111
20 C 0.200 -35.264 -10.518  O21 1.225, N22 1.354, N23 1.372
21 O 0.580 -35.672 -9.427  C20 1.225
22 N 1.030 -35.169 -11.584  C20 1.354, H24 1.000, H25 1.005
23 N -1.099 -34.924 -10.796  C20 1.372, H26 1.004, H27 1.001
24 H 0.647 -35.117 -12.507  N22 1.000
25 H 1.967 -35.462 -11.368  N22 1.005
26 H -1.408 -34.793 -11.742  N23 1.004
27 H -1.846 -34.994 -10.133  N23 1.001
28 C 3.211 -37.886 -9.944  O29 1.221, N30 1.369, N31 1.371
29 O 2.136 -37.995 -10.511  C28 1.221
30 N 3.374 -37.414 -8.669  C28 1.369, H32 1.006, H33 1.000
31 N 4.382 -38.281 -10.536  C28 1.371, H34 1.005, H35 1.002
32 H 4.326 -37.224 -8.405  N30 1.006
33 H 2.723 -37.573 -7.926  N30 1.000
34 H 5.229 -38.248 -9.996  N31 1.005
35 H 4.510 -38.402 -11.523  N31 1.002
36 C -0.214 -32.218 -8.480  O37 1.218, N38 1.354, N39 1.379
37 O 0.770 -31.499 -8.465  C36 1.218
38 N -0.457 -33.254 -7.643  C36 1.354, H40 1.009, H41 1.002
39 N -1.291 -31.940 -9.295  C36 1.379, H42 1.000, H43 1.000
40 H 0.169 -33.542 -6.905  N38 1.009
41 H -1.291 -33.798 -7.749  N38 1.002
42 H -1.943 -32.686 -9.434  N39 1.000
43 H -1.336 -31.073 -9.790  N39 1.000
44 C 0.601 -34.705 -4.255  O45 1.213, N46 1.371, N47 1.382
45 O 0.725 -34.337 -5.404  C44 1.213
46 N 1.057 -33.996 -3.175  C44 1.371, H48 1.004, H49 1.001
47 N 0.249 -36.003 -3.935  C44 1.382, H50 1.004, H51 1.002
48 H 1.549 -33.139 -3.355  N46 1.004
49 H 0.974 -34.327 -2.234  N46 1.001
50 H -0.179 -36.238 -3.058  N47 1.004
51 H 0.236 -36.706 -4.648  N47 1.002
52 C 4.142 -36.094 -5.035  O53 1.225, N54 1.371, N55 1.368
53 O 3.733 -35.571 -6.065  C52 1.225
54 N 4.005 -37.423 -4.724  C52 1.371, H56 1.004, H57 1.002
55 N 4.615 -35.305 -4.023  C52 1.368, H58 1.005, H59 1.001
56 H 4.255 -37.643 -3.777  N54 1.004
57 H 3.339 -38.008 -5.191  N54 1.002
58 H 4.407 -34.337 -4.193  N55 1.005
59 H 5.014 -35.673 -3.183  N55 1.001

Properties
E_HOMO ... -7.296 eV


Which one sits at the bottom of the stability order? version w does.


Version w
# H13O6S

7 unconnected molecules or ions with the total composition H13O6S (wB97M-V/def2-TZVPD, the OMol25 dataset).

Bonds (Å) are listed after each position.
Element x y z (Å)
1 S -0.052 -0.562 0.450  H2 1.284
2 H -0.046 -1.390 1.432  S1 1.284
3 H 3.394 -2.815 -1.101  O5 0.967
4 H 3.069 -2.042 0.095  O5 0.970
5 O 3.288 -2.955 -0.151  H3 0.967, H4 0.970
6 H -1.903 0.757 2.159  O8 0.968
7 H -2.985 1.836 2.451  O8 0.962
8 O -2.462 1.135 2.852  H6 0.968, H7 0.962
9 H 1.037 0.879 2.979  O11 0.965
10 H 1.380 2.404 3.069  O11 0.960
11 O 1.702 1.520 3.258  H9 0.965, H10 0.960
12 H -0.006 1.339 -1.068  O14 0.968
13 H 1.054 2.436 -1.355  O14 0.961
14 O 0.142 2.183 -1.519  H12 0.968, H13 0.961
15 H -3.657 -0.069 -1.505  O17 0.964
16 H -2.414 -0.536 -0.763  O17 0.974
17 O -3.387 -0.560 -0.720  H15 0.964, H16 0.974
18 H 0.275 -1.236 -2.794  O20 0.965
19 H 0.907 -1.506 -4.195  O20 0.958
20 O 0.662 -0.818 -3.573  H18 0.965, H19 0.958

Properties
E_HOMO ... -4.137 eV
Net charge ... -1


Version x
# H13O6S

7 unconnected molecules or ions with the total composition H13O6S (wB97M-V/def2-TZVPD, the OMol25 dataset).

Bonds (Å) are listed after each position.
Element x y z (Å)
1 S 0.558 -0.534 1.345  H2 1.334
2 H 0.882 -1.823 1.231  S1 1.334
3 H -1.264 -3.127 -0.714  O5 0.964
4 H -0.860 -1.739 -0.164  O5 0.979
5 O -1.172 -2.201 -0.968  H3 0.964, H4 0.979
6 H 0.163 3.214 2.098  O8 0.971
7 H 0.610 2.031 2.871  O8 0.969
8 O 0.959 2.871 2.536  H6 0.971, H7 0.969
9 H 2.860 -0.602 0.195  O11 0.976
10 H 3.581 0.286 -0.730  O11 0.966
11 O 3.758 -0.247 0.056  H9 0.976, H10 0.966
12 H 1.001 -0.049 -0.905  O14 0.992
13 H 0.643 1.256 -1.577  O14 0.968
14 O 1.114 0.431 -1.765  H12 0.992, H13 0.968
15 H -2.471 1.608 0.030  O17 0.976
16 H -1.346 0.651 0.395  O17 0.977
17 O -2.236 0.926 0.688  H15 0.976, H16 0.977
18 H -3.343 -1.336 -3.502  O20 0.959
19 H -2.385 -0.688 -2.510  O20 0.965
20 O -3.299 -0.663 -2.819  H18 0.959, H19 0.965

Properties
E_HOMO ... -4.376 eV
Net charge ... -1


Which one sits at the bottom of the stability order? version w does.